{"formula": "C32H25N3O7P2Pd", "method": "wB97M-V/def2-TZVPD", "elements": ["Pd", "O", "C", "O", "C", "C", "C", "C", "C", "C", "O", "N", "O", "O", "N", "O", "O", "H", "H", "C", "N", "P", "C", "C", "C", "C", "C", "C", "C", "C", "C", "C", "C", "C", "P", "C", "C", "C", "C", "C", "C", "C", "C", "C", "C", "C", "C", "H", "H", "H", "H", "H", "H", "H", "H", "H", "H", "H", "H", "H", "H", "H", "H", "H", "H", "H", "H", "H", "H", "H"], "positions_angstrom": [[0.466, -0.520, -0.300], [-0.289, -4.303, -1.351], [0.204, -3.220, -1.565], [-0.400, -2.075, -1.299], [1.528, -3.140, -2.300], [1.821, -4.095, -3.239], [3.023, -4.004, -3.932], [3.957, -2.968, -3.744], [3.689, -2.022, -2.814], [2.497, -2.101, -1.984], [2.332, -1.364, -0.989], [4.611, -0.875, -2.685], [4.158, 0.148, -2.215], [5.735, -1.036, -3.093], [3.333, -5.035, -4.956], [4.389, -4.917, -5.531], [2.500, -5.893, -5.122], [1.135, -4.907, -3.440], [4.854, -2.931, -4.348], [-2.180, 2.271, 2.018], [-1.382, 1.268, 1.287], [-0.344, 0.169, 2.000], [-0.091, 0.539, 3.710], [-0.576, -0.320, 4.703], [-0.394, 0.018, 6.032], [0.279, 1.188, 6.365], [0.776, 2.033, 5.376], [0.601, 1.710, 4.044], [-0.849, -1.509, 1.706], [0.111, -2.520, 1.966], [-0.219, -3.836, 1.754], [-1.487, -4.160, 1.260], [-2.445, -3.174, 1.024], [-2.133, -1.852, 1.236], [-0.911, 1.422, -0.363], [-2.367, 1.761, -1.328], [-3.538, 1.025, -1.124], [-4.652, 1.274, -1.902], [-4.598, 2.243, -2.900], [-3.430, 2.958, -3.122], [-2.310, 2.721, -2.342], [0.243, 2.792, -0.489], [1.571, 2.516, -0.816], [2.512, 3.535, -0.830], [2.126, 4.830, -0.516], [0.802, 5.114, -0.196], [-0.142, 4.101, -0.183], [-2.645, 1.807, 2.885], [-2.962, 2.633, 1.351], [-1.564, 3.110, 2.343], [-1.099, -1.231, 4.438], [-0.775, -0.630, 6.810], [0.422, 1.444, 7.406], [1.308, 2.934, 5.649], [0.998, 2.356, 3.268], [1.094, -2.249, 2.332], [0.505, -4.618, 1.942], [-1.730, -5.194, 1.057], [-3.427, -3.454, 0.670], [-2.863, -1.074, 1.070], [-3.580, 0.260, -0.360], [-5.561, 0.712, -1.741], [-5.471, 2.435, -3.509], [-3.389, 3.704, -3.905], [-1.400, 3.277, -2.525], [1.896, 1.517, -1.097], [3.537, 3.314, -1.095], [2.857, 5.628, -0.530], [0.506, 6.129, 0.034], [-1.175, 4.333, 0.046]], "mulliken_spin": [1.3146, 0.1175, 0.0322, 0.2423, 0.0861, -0.0395, 0.2431, -0.0003, 0.1294, 0.1863, 0.3278, -0.0083, 0.0126, 0.0075, -0.0193, 0.0314, 0.0166, 0.0031, 0.0027, 0.0087, 0.1054, 0.3368, 0.1188, 0.0305, -0.0094, 0.0426, -0.0133, 0.0631, 0.0717, 0.1240, -0.0064, 0.1345, 0.0131, 0.0522, 0.0685, 0.0130, 0.0227, -0.0111, 0.0293, -0.0112, 0.0241, 0.0696, 0.0154, 0.0264, -0.0013, 0.0079, -0.0012, 0.0035, 0.0018, -0.0001, 0.0070, 0.0005, 0.0013, 0.0001, 0.0076, -0.0082, 0.0017, -0.0068, 0.0032, 0.0056, 0.0052, -0.0001, 0.0010, 0.0002, 0.0042, -0.0401, 0.0006, 0.0002, -0.0001, 0.0013], "spin_multiplicity": 5, "mol_weight_da": 731.9, "total_energy_ha": -2735.1173, "total_charge": 2, "homo_ev": [-13.86, -14.97], "relative_energy_ev": 0.000}

{"formula": "C32H26BrIrN7O2S", "method": "wB97M-V/def2-TZVPD", "elements": ["Ir", "C", "C", "N", "C", "S", "N", "N", "C", "C", "C", "C", "C", "C", "C", "N", "H", "H", "H", "H", "H", "H", "H", "H", "H", "H", "H", "H", "H", "O", "N", "O", "C", "C", "C", "C", "C", "C", "N", "C", "C", "N", "C", "C", "C", "C", "H", "H", "H", "H", "H", "H", "H", "Br", "C", "C", "C", "C", "C", "C", "C", "C", "C", "C", "H", "H", "H", "H", "H", "H"], "positions_angstrom": [[-0.174, -0.518, 0.343], [4.828, -0.306, 3.475], [4.580, -1.172, 2.252], [4.058, -0.404, 1.123], [2.812, -0.407, 0.654], [1.626, -1.426, 1.472], [2.551, 0.304, -0.414], [1.300, 0.106, -0.928], [1.091, 0.454, -2.152], [2.117, 1.138, -2.988], [-0.164, -0.018, -2.761], [-0.491, 0.205, -4.091], [-1.581, -0.464, -4.627], [-2.287, -1.357, -3.838], [-1.903, -1.519, -2.515], [-0.891, -0.838, -1.994], [5.299, -0.894, 4.262], [3.893, 0.094, 3.872], [5.488, 0.528, 3.236], [3.880, -1.977, 2.476], [5.500, -1.654, 1.921], [4.714, 0.135, 0.574], [2.968, 1.441, -2.391], [1.670, 2.018, -3.455], [2.458, 0.480, -3.789], [0.109, 0.860, -4.706], [-1.854, -0.312, -5.662], [-3.118, -1.924, -4.232], [-2.405, -2.218, -1.855], [-0.672, 7.255, 0.216], [-0.227, 6.439, 0.986], [0.419, 6.687, 1.981], [-0.561, 5.014, 0.712], [-1.617, 4.814, -0.099], [-2.063, 3.491, -0.402], [-3.252, 3.247, -1.110], [-3.671, 1.950, -1.265], [-2.851, 0.921, -0.798], [-1.679, 1.124, -0.215], [-1.323, 2.401, 0.058], [-0.206, 2.623, 0.934], [0.383, 1.510, 1.428], [1.304, 1.645, 2.361], [1.741, 2.891, 2.807], [1.203, 4.032, 2.271], [0.167, 3.922, 1.317], [-2.148, 5.667, -0.499], [-3.840, 4.078, -1.479], [-4.608, 1.704, -1.742], [-3.169, -0.103, -0.906], [1.722, 0.732, 2.764], [2.506, 2.944, 3.569], [1.540, 5.002, 2.594], [-1.857, -0.935, 2.129], [-2.148, -2.796, 1.768], [-3.049, -3.493, 2.502], [-3.207, -4.866, 2.210], [-2.461, -5.449, 1.230], [-1.515, -4.709, 0.474], [-0.725, -5.320, -0.523], [0.201, -4.589, -1.209], [0.370, -3.217, -0.945], [-0.397, -2.571, -0.015], [-1.344, -3.319, 0.736], [-3.630, -3.026, 3.286], [-3.920, -5.446, 2.780], [-2.574, -6.504, 1.016], [-0.855, -6.376, -0.719], [0.819, -5.059, -1.963], [1.124, -2.672, -1.500]], "mulliken_spin": [0.7124, 0.0002, -0.0008, 0.0030, 0.0061, 0.0231, -0.0001, 0.0296, -0.0059, -0.0036, 0.0078, 0.0102, -0.0049, 0.0089, -0.0052, 0.0946, 0.0000, -0.0004, 0.0000, 0.0031, 0.0000, -0.0001, 0.0002, 0.0002, -0.0002, 0.0012, -0.0001, 0.0011, 0.0061, 0.0001, 0.0002, 0.0001, -0.0007, 0.0029, 0.0056, -0.0025, 0.0085, -0.0079, 0.0376, -0.0115, 0.0062, 0.0424, -0.0093, -0.0006, 0.0001, 0.0010, -0.0001, 0.0001, 0.0000, 0.0004, 0.0072, 0.0003, 0.0002, -0.0112, 0.0112, 0.0015, -0.0015, 0.0014, 0.0008, 0.0049, 0.0016, -0.0359, 0.0556, 0.0065, 0.0002, -0.0001, 0.0003, 0.0000, 0.0007, -0.0026], "spin_multiplicity": 2, "mol_weight_da": 844.8, "total_energy_ha": -4844.7608, "total_charge": 2, "homo_ev": [-13.30, -13.25], "relative_energy_ev": 0.000}